C26H51F9IN3O3 | wB97M-V/def2-TZVPD

Structure (XYZ):
```
93
Properties=species:S:1:pos:R:3:forces:R:3:mulliken_charge:R:1
C 1.62856 0.27464 -5.94375 0.062 0.032 -0.223 -0.552
O 1.55314 -0.18086 -7.29301 -0.062 0.018 0.037 -0.419
C 0.94867 0.71752 -8.17025 -0.130 0.015 0.142 -0.570
C 1.92659 1.67252 -8.82076 -0.264 0.273 -0.337 0.651
O 1.76579 2.16941 -9.89545 0.256 -0.206 0.098 -0.554
O 3.02395 1.92552 -8.03641 0.221 -0.317 0.209 -0.034
C 4.25344 2.03668 -8.68845 0.123 0.192 -0.087 -1.407
I 5.55380 0.42831 -8.10833 -0.108 0.074 0.003 0.110
C 4.90166 3.42986 -8.48101 0.110 -0.039 -0.331 1.254
F 6.01798 3.41050 -7.71766 -0.344 -0.014 -0.031 -0.267
F 5.28335 3.85234 -9.72239 0.021 -0.056 0.323 -0.341
C 3.98618 4.57839 -7.94167 0.060 0.129 -0.011 0.334
F 4.75446 5.69031 -7.99420 -0.117 -0.229 -0.007 -0.300
F 2.95995 4.73243 -8.80066 0.130 -0.023 0.170 -0.260
C 3.37132 4.54099 -6.48537 -0.078 0.288 0.025 0.820
F 2.12902 4.01935 -6.51902 0.266 -0.047 -0.030 -0.248
F 3.25801 5.82927 -6.08531 -0.098 -0.229 -0.125 -0.291
C 4.16633 3.83538 -5.35652 -0.119 0.116 -0.059 0.497
F 5.34284 4.42233 -5.18991 0.175 0.030 -0.042 -0.260
F 4.34638 2.54230 -5.60354 0.028 -0.125 -0.142 -0.126
F 3.47194 3.94979 -4.22876 -0.107 -0.008 0.158 -0.274
H 2.49112 -0.21612 -5.49779 -0.068 0.007 0.092 0.282
H 0.71830 0.00935 -5.40182 -0.008 -0.022 0.044 0.369
H 1.77649 1.35623 -5.90669 0.036 -0.038 0.084 0.100
H 0.15442 1.31025 -7.69895 0.021 0.014 0.045 0.276
H 0.48620 0.16996 -8.99211 0.048 -0.055 0.034 0.383
H 4.13189 1.89704 -9.75930 -0.071 0.201 0.004 0.816
C 0.69151 -2.86645 -0.75012 0.025 -0.003 0.029 -1.680
C 0.79521 -1.34927 -0.77831 -0.026 -0.074 0.063 0.073
N -0.03465 -0.73859 -1.80121 0.034 0.020 -0.080 0.286
C 0.27355 0.66074 -2.02838 0.098 0.159 -0.087 -0.689
C 0.03422 1.65464 -0.88432 -0.021 0.051 -0.046 -0.933
C -1.44588 -1.08463 -1.75116 -0.123 -0.138 0.013 -0.861
C -2.19735 -0.78430 -0.45002 -0.087 0.047 -0.014 -0.608
H 0.89553 -3.28655 -1.73573 -0.030 0.012 -0.017 0.365
H 1.42224 -3.27137 -0.04875 0.001 -0.001 0.008 0.466
H -0.29255 -3.20622 -0.42551 -0.005 0.000 -0.005 0.300
H 1.83166 -1.07642 -0.99570 -0.008 0.070 -0.008 0.523
H 0.57992 -0.96199 0.23184 0.019 -0.005 -0.005 -0.143
H -0.28213 0.99488 -2.90977 -0.064 -0.045 0.018 0.326
H 1.33026 0.71714 -2.31142 0.017 -0.056 0.047 0.377
H -1.02490 1.85857 -0.73258 -0.004 -0.044 0.043 0.264
H 0.51398 2.60638 -1.12120 0.013 -0.006 -0.006 0.461
H 0.45691 1.30144 0.05760 0.004 -0.019 0.002 0.042
H -1.53893 -2.15257 -1.96253 0.064 -0.010 0.030 0.402
H -1.94645 -0.58888 -2.58659 0.065 0.086 0.005 0.379
H -1.62344 -1.09590 0.42432 -0.018 -0.013 0.016 -0.033
H -3.14537 -1.32509 -0.42868 0.012 -0.018 -0.021 0.452
H -2.42846 0.27479 -0.34503 0.051 0.007 0.061 0.235
C -1.36420 0.75438 3.23796 -0.039 0.060 -0.063 -0.570
C -0.40508 0.91231 4.40618 -0.042 0.001 -0.107 -0.661
N 0.29922 -0.31840 4.71304 0.067 -0.042 0.099 0.675
C 0.99009 -0.28762 5.98930 -0.012 -0.005 0.160 -0.849
C 2.14892 0.70139 6.16345 0.037 -0.054 0.037 -1.267
C 1.02599 -0.92369 3.60988 -0.039 -0.070 -0.186 -0.614
C 2.10472 -0.08748 2.90855 0.040 -0.075 -0.014 -1.115
H -2.05133 -0.07721 3.40734 0.034 -0.032 0.008 -0.073
H -1.95530 1.66234 3.11083 0.012 0.012 0.002 0.559
H -0.83361 0.57737 2.30075 -0.036 0.002 -0.025 -0.219
H -0.97967 1.19366 5.29332 0.060 -0.029 0.058 0.516
H 0.27465 1.75436 4.19855 -0.020 0.011 0.000 0.311
H 1.34816 -1.29837 6.20568 0.014 -0.014 -0.059 0.402
H 0.23874 -0.07305 6.75635 -0.032 0.037 -0.043 0.430
H 3.04199 0.38600 5.62550 -0.015 0.029 -0.046 0.264
H 2.41607 0.76725 7.21988 -0.008 -0.002 0.004 0.438
H 1.88245 1.70509 5.83080 -0.014 0.001 -0.013 0.278
H 0.29588 -1.23312 2.85609 -0.030 0.032 0.015 0.124
H 1.46622 -1.85554 3.97324 0.024 0.030 0.074 0.516
H 1.75922 0.92504 2.69257 -0.022 0.003 0.003 0.192
H 2.36486 -0.55274 1.95500 -0.004 -0.003 0.006 0.379
H 3.02066 -0.01719 3.49311 -0.021 0.068 0.030 0.328
C -6.09823 -4.39958 5.82405 -0.005 -0.025 0.034 -1.436
C -4.70024 -3.91837 6.18292 -0.092 0.007 0.035 -0.346
N -4.06459 -3.17055 5.11470 0.056 0.016 -0.033 0.152
C -2.64223 -2.96095 5.31884 0.174 -0.066 -0.025 -0.763
C -2.19587 -2.10895 6.51141 0.072 0.035 -0.027 -0.590
C -4.80863 -2.02594 4.61949 -0.150 0.064 -0.085 -0.568
C -5.19305 -0.92644 5.61880 0.015 0.061 -0.067 -0.961
H -6.08530 -4.96210 4.88970 0.008 0.030 -0.024 0.334
H -6.47513 -5.05395 6.61104 -0.003 0.001 0.005 0.439
H -6.80438 -3.57485 5.72177 0.001 0.003 -0.009 0.294
H -4.07475 -4.79233 6.38339 0.061 0.033 0.002 0.444
H -4.75238 -3.35309 7.12754 -0.001 -0.016 0.007 0.269
H -2.22673 -2.52878 4.40399 -0.033 0.046 -0.001 0.219
H -2.17885 -3.94869 5.41157 -0.069 -0.030 0.032 0.392
H -2.38514 -1.04879 6.34449 -0.026 0.002 0.035 -0.012
H -1.11932 -2.22125 6.64787 0.004 0.011 -0.012 0.218
H -2.68010 -2.40977 7.44178 -0.044 -0.016 -0.023 0.416
H -5.72471 -2.39626 4.15234 -0.003 -0.040 0.042 0.393
H -4.23347 -1.58497 3.80097 0.071 -0.014 0.032 0.175
H -5.60376 -1.33928 6.54124 -0.001 -0.021 0.000 0.260
H -5.95978 -0.28494 5.17958 0.000 -0.005 -0.007 0.397
H -4.34863 -0.28900 5.87746 0.014 -0.040 0.060 0.236
```
Forces are in eV/Å.

Properties
* strongest force on any atom: 0.51 eV/A
* structure (SMILES): COCC(=O)O[C@H](I)C(F)(F)C(F)(F)C(F)(F)C(F)(F)F.CCN(CC)CC.CCN(CC)CC.CCN(CC)CC
* spin multiplicity: 1
* orbital gap: 0.295 Eh
* HOMO level: -8.05 eV